# 1
C4H7NO | ωB97M-V/def2-TZVPD

Summary:
ΔE to the lowest compared entry with this formula, charge and spin: 100.0 kcal per mole
HOMO level (spin up / spin down): -10.1 / -10.1 eV
frontier orbital gap (spin up / spin down): 8.519 / 8.519 eV
LUMO energy (spin up / spin down): -1.539 / -1.539 eV

Structure (XYZ):
```
13
C4H7NO (ωB97M-V/def2-TZVPD)
C -1.5541 -0.3473 0.4144
C -0.3881 -0.2339 -0.5489
C 0.6034 0.8945 -0.2425
C 1.7787 0.0800 0.2216
O 2.8890 0.3497 0.6774
N 1.5914 -1.2256 0.1315
H -2.1697 -1.2262 0.2032
H -1.1947 -0.4148 1.4464
H -2.1913 0.5411 0.3359
H -0.6952 -0.2550 -1.5984
H 0.8705 1.4983 -1.1143
H 0.2557 1.5702 0.5450
H 0.2043 -1.2309 -0.4711
```

# 2
C7H16N2 | ωB97M-V/def2-TZVPD

Summary:
ΔE to the lowest compared entry with this formula, charge and spin: 94.6 kcal per mole
HOMO level: -8.1 eV
frontier orbital gap: 9.086 eV
SMILES: [H]/N=C\C.[H]/N=C\C.C=CC
LUMO energy: 0.978 eV

Structure (XYZ):
```
25
C7H16N2 (ωB97M-V/def2-TZVPD)
C 1.3261 -1.8124 0.5255
C 0.4300 -2.9968 0.4821
N 1.8055 -1.1792 -0.4927
H 1.6750 -1.6682 -1.3780
H 1.2847 0.1979 -0.8037
H 1.5757 -1.4066 1.5015
H -0.4008 -0.3874 0.7530
H 0.6577 -3.6788 1.3020
H -0.6212 -2.6712 0.5904
H 0.5145 -3.5350 -0.4603
C 1.2766 2.2085 0.3175
C -1.9324 1.1912 0.8730
C 0.7535 1.3971 -0.8379
C -1.1766 0.1068 0.1581
C -1.6925 -0.5504 -0.8888
N 0.2645 1.8229 -1.9115
H 0.0997 2.8363 -1.9182
H 2.3257 2.4482 0.1404
H 0.7182 3.1379 0.4419
H 1.2195 1.6308 1.2404
H -2.5791 0.7556 1.6401
H -2.5624 1.7465 0.1801
H -1.2650 1.8857 1.3784
H -2.5641 -0.1772 -1.4089
H -1.1329 -1.3021 -1.4243
```

# 3
C4H8O2 | ωB97M-V/def2-TZVPD

Summary:
ΔE to the lowest compared entry with this formula, charge and spin: 41.2 kcal per mole
HOMO level: -9.4 eV
frontier orbital gap: 10.226 eV
SMILES: C[C@@]1(O)C[C@H]1O
LUMO energy: 0.867 eV

Structure (XYZ):
```
14
C4H8O2 (ωB97M-V/def2-TZVPD)
C 0.3345 -1.2901 -0.6071
C -0.4501 -0.1553 -0.0085
O -1.8247 -0.2024 -0.2687
C -0.0054 0.4385 1.3095
C 0.1192 1.2263 0.0401
O 1.4143 1.4558 -0.4291
H 0.1787 -2.2245 -0.0518
H 1.4002 -1.0606 -0.5866
H 0.0300 -1.4611 -1.6462
H -2.1250 -1.0838 -0.0292
H -0.7584 0.7512 2.0286
H 0.9181 0.0567 1.7334
H -0.5940 2.0423 -0.0921
H 1.3627 1.5070 -1.3923
```

# 4
C3H6N4O | ωB97M-V/def2-TZVPD

Summary:
ΔE to the lowest compared entry with this formula, charge and spin: 130.2 kcal per mole
HOMO level: -8.0 eV
frontier orbital gap: 8.360 eV
SMILES: Cn1cn/c(=N/O)[nH]1
LUMO energy: 0.386 eV

Structure (XYZ):
```
14
C3H6N4O (ωB97M-V/def2-TZVPD)
C -2.1065 0.3910 -0.4249
C -0.5079 -1.5371 0.3522
C 1.2080 -0.3165 0.5157
H -1.9972 1.2400 -1.1939
H -2.0007 1.0130 0.4210
H -2.9414 -0.2721 -0.4445
H -1.2741 -2.2351 0.9002
H 3.6705 1.1418 0.3989
H 0.6428 0.8530 -1.2377
N -0.7466 -0.4892 -0.7153
N 0.6510 -1.4897 0.9866
N 2.4322 0.1094 0.8644
N 0.3196 0.3826 -0.4477
O 2.6504 1.2089 0.0250
```

Values of E_tot, in order: -7795.3100 -10495.1534 -8371.4949 -11211.1326, all in eV.